Record 1
Density functional theory data (ωB97M-V/def2-TZVPD) for a structure of composition C26H54InO9 in a non-equilibrium geometry.

Each line ends with the Löwdin charge.
CARTESIAN COORDINATES (ANGSTROEM)
C1 -3.48 0.65 -1.54  -0.066
C2 -2.18 1.15 -2.25  -0.244
C3 -1.70 2.52 -2.25  -0.074
C4 -0.43 2.84 -2.93  -0.114
C5 0.36 1.81 -3.61  -0.054
C6 -0.13 0.40 -3.63  -0.281
C7 0.77 -0.65 -4.36  -0.298
In1 -0.04 -2.77 -4.30  0.410
C8 0.24 -3.75 -2.29  -0.298
C9 -0.82 -3.29 -1.21  -0.315
O1 -1.28 -4.33 -0.31  -0.180
C10 -0.23 -4.76 0.54  -0.197
C11 0.09 -3.73 1.70  -0.133
O2 1.54 -3.58 1.88  -0.132
C12 1.72 -2.17 1.87  -0.256
C13 1.71 -1.54 0.55  0.023
C14 1.84 -0.09 0.44  0.006
C15 1.98 0.77 1.64  -0.148
C16 2.08 2.31 1.39  -0.430
C17 3.05 2.50 0.13  -0.074
C18 2.82 3.10 2.58  -0.050
C19 0.72 3.01 0.98  -0.112
C20 -0.55 2.63 1.84  -0.513
C21 -1.64 3.76 1.53  -0.081
C22 -0.35 2.66 3.40  -0.059
C23 -1.25 1.26 1.42  -0.050
C24 2.04 0.09 2.92  -0.051
C25 1.91 -1.38 3.08  0.003
C26 -1.38 0.12 -2.96  -0.021
H1 -4.06 0.01 -2.25  0.063
H2 -4.03 1.57 -1.19  0.061
H3 -3.14 0.04 -0.66  0.060
H4 -2.30 3.31 -1.75  0.088
H5 -0.06 3.90 -2.91  0.083
H6 1.33 2.08 -4.10  0.100
H7 1.84 -0.60 -4.00  0.033
H8 0.81 -0.36 -5.45  0.033
H9 -1.73 -2.91 -4.92  -0.119
H10 0.98 -3.70 -5.48  -0.136
H11 1.27 -3.59 -1.86  0.024
H12 0.10 -4.86 -2.43  0.043
H13 -0.47 -2.44 -0.56  0.086
H14 -1.74 -2.92 -1.75  0.090
H15 0.74 -5.01 0.03  0.112
H16 -0.58 -5.71 1.04  0.128
H17 -0.31 -4.15 2.67  0.125
H18 -0.43 -2.75 1.55  0.121
H19 1.58 -2.14 -0.38  0.105
H20 1.79 0.33 -0.59  0.112
H21 2.51 2.26 -0.83  0.071
H22 3.99 1.90 0.26  0.094
H23 3.32 3.58 0.10  0.081
H24 3.84 3.42 2.22  0.075
H25 2.29 4.06 2.83  0.085
H26 2.99 2.47 3.48  0.060
H27 0.82 4.13 0.95  0.123
H28 0.49 2.71 -0.08  0.110
H29 -1.17 4.79 1.46  0.077
H30 -2.49 3.76 2.26  0.081
H31 -2.09 3.58 0.51  0.063
H32 -0.49 3.70 3.79  0.085
H33 -1.21 2.07 3.84  0.089
H34 0.58 2.16 3.77  0.051
H35 -1.10 1.00 0.34  0.075
H36 -2.33 1.34 1.72  0.080
H37 -0.81 0.47 2.09  0.077
H38 2.14 0.69 3.86  0.077
H39 1.93 -1.83 4.10  0.100
H40 -1.77 -0.94 -2.98  0.062
O3 4.21 -0.20 5.38  -0.067
H41 4.28 -0.44 4.45  0.025
H42 3.56 -0.82 5.73  0.026
O4 -4.60 -0.69 1.37  -0.064
H43 -4.91 -0.92 0.49  0.030
H44 -3.90 -1.33 1.54  0.040
O5 3.17 -5.47 0.74  -0.060
H45 2.74 -5.28 1.59  0.014
H46 4.11 -5.34 0.92  0.012
O6 6.23 -5.70 2.21  -0.051
H47 5.83 -5.84 3.07  0.039
H48 7.05 -6.20 2.25  0.036
O7 -0.60 5.75 -4.94  -0.070
H49 -0.93 4.91 -4.58  0.005
H50 -1.34 6.08 -5.47  0.030
O8 -5.00 2.85 0.54  -0.065
H51 -5.33 2.01 0.90  0.030
H52 -5.73 3.18 0.00  0.039
O9 -6.21 -0.23 -3.50  -0.058
H53 -6.17 -0.38 -4.45  0.041
H54 -6.88 -0.86 -3.20  0.034

As for the spin multiplicity: 1. Its frontier orbital gap is 6.97 eV. For the energy, the calculation gives -51435.0592 eV. Its net charge is -1. The strongest force on any atom comes out at 2.9 eV/A. The lowest unoccupied orbital energy is 1.98 eV. The value obtained for the highest occupied orbital energy is -5.0 eV.

***

Record 2
Density functional theory data (ωB97M-V/def2-TZVPD) for a structure of composition C26H54N2O21S4 in a non-equilibrium geometry.

Each line ends with the Löwdin charge.
CARTESIAN COORDINATES (ANGSTROEM)
C1 22.45 14.28 5.64  -0.011
C2 21.45 13.29 5.13  -0.593
O1 21.75 12.52 4.27  0.065
N1 20.18 13.43 5.60  -0.005
C3 19.17 12.42 5.36  -0.081
H1 22.11 14.66 6.61  0.071
H2 22.52 15.16 5.00  0.085
H3 23.44 13.85 5.76  0.087
H4 19.90 14.31 5.99  0.135
H5 18.42 12.52 6.14  0.079
H6 19.54 11.39 5.39  0.090
H7 18.62 12.56 4.43  0.078
C4 8.46 4.65 0.60  -0.017
C5 7.67 5.66 1.39  -0.568
O2 7.82 6.84 1.11  0.024
N2 6.92 5.16 2.39  0.002
C6 6.11 6.03 3.28  -0.044
H8 9.53 4.63 0.83  0.081
H9 8.58 4.93 -0.45  0.082
H10 8.05 3.64 0.62  0.071
H11 7.02 4.18 2.61  0.130
H12 6.16 7.04 2.88  0.081
H13 6.54 6.05 4.28  0.077
H14 5.11 5.58 3.29  0.080
C7 8.02 9.22 -3.84  -0.186
C8 8.74 10.37 -3.17  -0.208
O3 9.18 11.18 -4.21  -0.184
S1 9.76 10.25 -5.38  0.696
O4 11.12 9.87 -5.09  -0.233
O5 9.48 10.79 -6.70  -0.234
O6 8.77 8.97 -5.01  -0.189
H15 7.03 9.59 -4.10  0.128
H16 7.85 8.33 -3.24  0.138
H17 9.62 10.07 -2.59  0.132
H18 8.09 10.91 -2.48  0.139
C9 20.04 11.14 -1.43  -0.126
C10 20.86 9.92 -2.01  -0.184
O7 19.95 9.15 -2.71  -0.208
S2 18.72 10.03 -3.32  0.716
O8 17.48 9.27 -3.28  -0.241
O9 19.07 10.81 -4.52  -0.251
O10 18.75 11.06 -2.05  -0.218
H19 20.49 12.09 -1.72  0.125
H20 19.88 11.08 -0.35  0.128
H21 21.33 9.26 -1.28  0.132
H22 21.64 10.24 -2.71  0.125
C11 12.13 0.92 4.00  -0.188
C12 11.68 1.75 5.26  -0.148
O11 12.87 1.98 6.02  -0.206
S3 14.23 1.92 5.09  0.721
O12 15.18 0.97 5.66  -0.248
O13 14.79 3.22 4.81  -0.238
O14 13.46 1.25 3.77  -0.199
H23 11.61 1.30 3.12  0.127
H24 12.01 -0.16 4.09  0.129
H25 10.87 1.33 5.86  0.129
H26 11.31 2.72 4.92  0.119
C13 12.02 7.45 8.78  -0.207
C14 11.56 8.65 7.90  -0.166
O15 12.60 9.60 8.06  -0.212
S4 13.69 9.22 9.29  0.793
O16 13.81 10.34 10.26  -0.258
O17 14.93 8.64 8.72  -0.254
O18 12.66 8.04 9.88  -0.207
H27 12.69 6.74 8.29  0.125
H28 11.25 6.76 9.13  0.132
H29 10.58 9.06 8.11  0.128
H30 11.60 8.32 6.86  0.126
C15 15.24 7.08 0.83  -0.152
C16 13.94 7.77 0.51  -0.171
C17 13.32 7.78 1.91  -0.256
O19 14.34 8.11 2.78  -0.119
C18 15.57 7.86 2.16  -0.204
H31 16.09 7.10 0.14  0.111
H32 15.04 6.04 1.08  0.108
H33 13.25 7.34 -0.22  0.114
H34 14.14 8.80 0.22  0.115
H35 12.76 6.87 2.14  0.112
H36 12.55 8.54 1.99  0.116
H37 16.27 7.32 2.80  0.116
H38 16.02 8.82 1.92  0.113
C19 19.43 2.93 -3.40  -0.170
C20 19.13 1.64 -2.61  -0.169
C21 17.63 1.59 -2.71  -0.239
O20 17.39 2.02 -4.04  -0.138
C22 18.34 2.99 -4.45  -0.195
H39 20.46 2.87 -3.73  0.106
H40 19.38 3.82 -2.77  0.107
H41 19.46 1.63 -1.57  0.114
H42 19.50 0.77 -3.15  0.115
H43 17.14 2.25 -2.00  0.114
H44 17.19 0.63 -2.43  0.120
H45 17.86 3.96 -4.43  0.118
H46 18.74 2.71 -5.43  0.120
C23 13.29 14.63 0.58  -0.186
C24 13.44 16.14 0.61  -0.162
C25 14.48 16.30 -0.50  -0.198
O21 15.38 15.20 -0.32  -0.130
C26 14.60 14.09 0.02  -0.228
H47 12.49 14.29 -0.09  0.106
H48 13.05 14.21 1.56  0.106
H49 13.86 16.51 1.54  0.112
H50 12.47 16.62 0.47  0.110
H51 15.10 17.20 -0.41  0.119
H52 14.04 16.28 -1.50  0.119
H53 15.02 13.47 0.81  0.116
H54 14.38 13.49 -0.86  0.116

As for the spin multiplicity: 1. Its frontier orbital gap is 9.02 eV. For the energy, the calculation gives -117148.8419 eV. Its net charge is 0. The strongest force on any atom comes out at 4.1 eV/A. The lowest unoccupied orbital energy is -0.37 eV. The value obtained for the highest occupied orbital energy is -9.4 eV.